{"formula": "C42H60Cl2N5O7SScSi", "method": "the ωB97M-V functional and the def2-TZVPD basis", "gap_ev": 6.33, "lumo_ev": 4.04, "energy_ha": -4806.205082, "total_charge": -2, "e_above_lowest_kj_mol": 0.0, "elements": ["Sc", "C", "C", "O", "C", "C", "C", "N", "N", "C", "O", "C", "C", "C", "C", "C", "C", "H", "H", "H", "H", "H", "H", "H", "H", "H", "H", "H", "H", "C", "N", "C", "C", "C", "C", "C", "C", "C", "N", "C", "C", "C", "C", "C", "C", "N", "C", "C", "H", "H", "H", "H", "H", "H", "H", "H", "H", "H", "H", "H", "H", "H", "H", "H", "H", "H", "H", "H", "Cl", "C", "Cl", "C", "O", "O", "H", "C", "C", "C", "C", "O", "Si", "S", "O", "C", "C", "C", "C", "O", "C", "C", "C", "C", "H", "H", "H", "H", "H", "H", "H", "H", "H", "H", "H", "H", "H", "H", "H", "H", "H", "H", "H", "H", "H", "H", "H", "H", "H", "H", "H"], "positions_angstrom": [[-1.706493, 1.692655, -1.431526], [-0.364937, 2.846868, -5.387210], [-0.768885, 1.853422, -4.324613], [-1.633559, 2.280082, -3.472505], [-0.237716, 0.581898, -4.338129], [-0.644191, -0.472563, -3.473802], [-0.193364, -1.874002, -3.770170], [-1.424202, -0.233000, -2.454286], [-1.919015, -1.358679, -1.788921], [-2.723198, -0.952839, -0.859804], [-3.010803, 0.293678, -0.628061], [-3.324008, -1.977262, 0.038184], [-4.432651, -1.652533, 0.812336], [-4.991125, -2.595207, 1.664740], [-4.430572, -3.860560, 1.761993], [-3.308018, -4.178971, 1.006924], [-2.755284, -3.244810, 0.145305], [-1.126552, 2.876585, -6.171719], [0.594499, 2.591548, -5.833378], [-0.300788, 3.841967, -4.948224], [0.503019, 0.353374, -5.091318], [0.516825, -1.876217, -4.596230], [-1.051063, -2.499466, -4.023089], [0.262991, -2.310446, -2.879535], [-4.833204, -0.649305, 0.745184], [-5.855421, -2.334678, 2.264595], [-4.855236, -4.593293, 2.438926], [-2.842522, -5.152406, 1.103540], [-1.858181, -3.462001, -0.418883], [0.802163, 1.432024, 0.847691], [-0.675945, 1.412515, 0.908401], [-1.067400, 0.115091, 1.499386], [-1.161700, 2.506378, 1.739150], [-0.793863, 2.585060, 3.072224], [-1.256288, 3.597773, 3.902360], [-2.122858, 4.541587, 3.371041], [-2.497044, 4.485831, 2.041229], [-2.016839, 3.482232, 1.176509], [-2.393078, 3.349531, -0.134120], [-2.848338, 4.403779, -0.889994], [-2.472028, 5.748860, -0.761796], [-2.871079, 6.695898, -1.694966], [-3.660812, 6.340863, -2.775723], [-4.062442, 5.013061, -2.914642], [-3.676873, 4.060697, -1.991720], [-4.035284, 2.672812, -2.080762], [-5.026583, 2.326305, -1.050193], [-4.518013, 2.234392, -3.380706], [1.222726, 1.196266, 1.830302], [1.142936, 2.407591, 0.516193], [1.138623, 0.660824, 0.153949], [-0.551173, -0.050129, 2.454146], [-0.766088, -0.702253, 0.841305], [-2.142365, 0.098039, 1.655216], [-0.127139, 1.830948, 3.472748], [-0.950620, 3.639356, 4.940009], [-2.521391, 5.332347, 3.997843], [-3.186897, 5.222088, 1.650584], [-1.804711, 6.029593, 0.041350], [-2.529980, 7.719065, -1.584894], [-3.953446, 7.077329, -3.513356], [-4.672211, 4.722299, -3.760064], [-5.971599, 2.854044, -1.247520], [-4.641174, 2.597913, -0.071172], [-5.187457, 1.251116, -1.065761], [-5.503804, 2.663862, -3.621639], [-4.616805, 1.148177, -3.355182], [-3.798033, 2.500679, -4.148437], [1.582480, 5.896718, -3.213592], [0.735713, 4.877834, -2.024999], [1.178980, 5.377583, -0.368273], [1.010286, 3.357883, -2.200455], [1.955482, 2.961279, -2.848791], [0.140333, 2.697799, -1.546156], [-0.326992, 5.080585, -2.125316], [4.538560, -1.970781, 3.557790], [3.556891, -0.908940, 3.069376], [4.293655, 0.182115, 2.294348], [2.824973, -0.295875, 4.261955], [2.549221, -1.464086, 2.238524], [2.617704, -2.652625, 1.070797], [0.991290, -2.639390, -0.117936], [4.117793, -2.402519, 0.384495], [4.609169, -2.820847, -0.876646], [4.219405, -4.272978, -1.145638], [4.059567, -1.908555, -1.970213], [6.128144, -2.690015, -0.795254], [2.922069, -4.092839, 1.878509], [1.982542, -4.947375, 2.516128], [2.787810, -5.787472, 3.503457], [1.331416, -5.852065, 1.471188], [0.913277, -4.146845, 3.261190], [5.257124, -1.523154, 4.252309], [5.079915, -2.412468, 2.722651], [4.005662, -2.770541, 4.072940], [5.078588, 0.637301, 2.905045], [3.590641, 0.960660, 1.995139], [4.740257, -0.241717, 1.396413], [3.514953, 0.237009, 4.921125], [2.318988, -1.073657, 4.837275], [2.072064, 0.407201, 3.904237], [3.132508, -4.369583, -1.177229], [4.597386, -4.920825, -0.353032], [4.624599, -4.605814, -2.106015], [2.975674, -1.999235, -2.027552], [4.502435, -2.163066, -2.937949], [4.295818, -0.867516, -1.742316], [6.510511, -3.315081, 0.014205], [6.401862, -1.653605, -0.590786], [6.600720, -2.996702, -1.731558], [3.594495, -6.300115, 2.975957], [2.156247, -6.533791, 3.992024], [3.232527, -5.149469, 4.269558], [2.099110, -6.440691, 0.962450], [0.812970, -5.243647, 0.730581], [0.621869, -6.540052, 1.941146], [1.382089, -3.443342, 3.951288], [0.264002, -4.816288, 3.832212], [0.305736, -3.578109, 2.556117]], "forces_ev_per_angstrom": [[-0.2, 0.8, -0.1], [0.0, 0.0, 0.0], [0.0, 0.0, 0.1], [0.0, -0.1, 0.0], [0.1, 0.0, 0.0], [0.0, -0.1, 0.0], [0.0, 0.0, 0.0], [0.2, -0.3, 0.0], [0.0, 0.1, -0.1], [0.0, -0.2, 0.1], [-0.1, -0.1, 0.1], [0.0, 0.0, -0.1], [0.0, 0.0, 0.0], [0.0, 0.0, 0.0], [0.0, -0.1, 0.0], [0.0, 0.0, 0.0], [0.0, 0.0, 0.0], [0.0, 0.0, 0.0], [0.0, 0.0, 0.0], [0.0, 0.0, 0.0], [0.0, 0.0, 0.0], [0.0, 0.0, 0.0], [0.0, 0.0, 0.0], [0.0, 0.0, 0.0], [0.0, 0.0, 0.0], [0.0, 0.0, 0.0], [0.0, 0.0, 0.0], [0.0, 0.0, 0.0], [0.0, 0.0, 0.0], [0.0, -0.1, 0.0], [0.0, 0.0, -0.1], [0.0, -0.1, 0.1], [0.0, 0.0, 0.0], [0.0, 0.0, 0.0], [0.0, 0.0, 0.0], [0.0, 0.0, 0.0], [0.0, 0.0, 0.0], [0.1, 0.0, 0.0], [0.0, 0.1, 0.0], [0.0, -0.1, 0.0], [0.0, 0.0, 0.0], [0.0, 0.0, 0.0], [0.0, 0.0, 0.0], [0.0, 0.0, 0.0], [0.0, 0.0, 0.0], [0.0, 0.0, 0.1], [0.0, 0.0, -0.1], [-0.1, 0.0, 0.0], [0.0, 0.0, 0.0], [0.0, 0.0, 0.0], [0.0, 0.0, 0.0], [0.0, 0.0, 0.0], [0.0, 0.1, 0.0], [0.0, 0.0, 0.0], [0.0, 0.0, 0.0], [0.0, 0.0, 0.0], [0.0, 0.0, 0.0], [0.0, 0.0, 0.0], [0.0, 0.0, 0.0], [0.0, 0.0, 0.0], [0.0, 0.0, 0.0], [0.0, 0.0, 0.0], [0.0, 0.0, 0.0], [0.0, 0.0, 0.0], [0.0, 0.0, 0.0], [0.0, 0.0, 0.0], [0.0, 0.0, 0.0], [0.0, 0.0, 0.0], [0.0, 0.0, 0.0], [0.0, 0.1, -0.1], [0.0, -0.1, 0.0], [-0.1, 0.0, 0.3], [0.0, 0.1, -0.1], [0.1, -0.2, -0.1], [0.0, 0.0, 0.0], [0.1, 0.0, 0.1], [0.0, 0.0, -0.1], [0.0, 0.0, 0.0], [0.0, 0.0, 0.0], [0.0, 0.0, 0.0], [0.2, 0.1, 0.1], [-0.1, 0.0, -0.2], [0.0, 0.1, 0.1], [-0.1, -0.1, -0.1], [0.0, -0.1, -0.1], [0.1, 0.0, 0.0], [0.0, 0.0, 0.0], [-0.1, -0.1, 0.1], [0.0, 0.1, -0.1], [0.0, 0.0, 0.0], [0.0, -0.1, 0.0], [0.0, 0.0, 0.0], [0.0, 0.0, 0.0], [0.0, 0.0, 0.0], [0.0, 0.0, 0.0], [0.0, 0.0, 0.0], [0.0, 0.0, 0.0], [0.0, 0.0, 0.0], [0.0, 0.0, 0.0], [0.0, 0.0, 0.0], [0.0, 0.0, 0.0], [0.0, 0.0, 0.0], [0.0, 0.0, 0.0], [0.0, 0.0, 0.0], [0.0, 0.0, 0.0], [0.0, 0.0, 0.0], [0.0, 0.0, 0.0], [0.0, 0.0, 0.0], [0.0, 0.0, 0.0], [0.0, 0.0, 0.0], [0.0, 0.0, 0.0], [0.0, 0.0, 0.0], [0.0, 0.0, 0.0], [0.0, 0.0, 0.0], [0.0, 0.0, 0.0], [0.0, 0.0, 0.0], [0.0, 0.0, 0.0], [0.0, 0.0, 0.0], [0.0, 0.0, 0.0]]}